1.
The following is a DFT calculation (ωB97M-V with the def2-TZVPD basis set) of 10 unconnected molecules or ions with the total composition C28H83N7O10.

Computed properties:
Orbital gap, eV: 8.386
E_HOMO, eV: -8.36
Structure (SMILES): COC[C@H](C)N.COC[C@H](C)N.COC[C@H](C)N.COC[C@H](C)N.COC[C@H](C)N.COC[C@H](C)N.COC[C@H](C)N.O.O.O
E_tot, a.u.: -2252.0864
Max |F|, Eh/bohr: 0.0519
E_LUMO, eV: 0.03
M, g/mol: 678.01
Energy above the lowest of the compared OMol25 structures with the same formula, charge and spin, eV: 2.049

```
! wB97M-V def2-TZVPD RIJCOSX def2/J DEFGRID3
* xyz 0 1
C -5.04101 0.64392 0.64794
O -5.02179 1.93468 0.08653
C -4.15721 2.02664 -1.06476
C -4.00768 3.40544 -1.76870
C -5.44162 3.81104 -2.25915
N -2.97803 3.43484 -2.81955
H -5.83509 0.67023 1.39617
H -4.15185 0.18485 1.08083
H -5.59270 -0.06147 0.02270
H -3.15291 1.79670 -0.70324
H -4.52737 1.29886 -1.78802
H -3.72620 4.15146 -1.02305
H -6.01064 4.10862 -1.37832
H -5.99857 3.00881 -2.74302
H -5.37297 4.66930 -2.92804
H -2.09730 3.27778 -2.34895
H -2.99268 4.35210 -3.24234
C -2.48249 -1.62157 -1.35227
O -1.87478 -2.13866 -2.55601
C -0.92930 -3.25122 -2.31469
C -0.49649 -4.01830 -3.54531
C 0.57485 -4.98106 -3.22706
N 0.14848 -3.05049 -4.42547
H -3.05634 -0.74691 -1.65733
H -1.77001 -1.27095 -0.60389
H -3.11672 -2.38548 -0.90097
H -0.03240 -2.82220 -1.86630
H -1.31892 -3.94652 -1.56865
H -1.23812 -4.52052 -4.16690
H 0.27395 -5.77737 -2.54481
H 1.44403 -4.53377 -2.74373
H 0.88083 -5.45803 -4.15811
H 0.97460 -2.69412 -3.96469
H -0.46872 -2.28070 -4.64328
C 2.10509 -2.31103 -0.25719
O 2.22884 -3.69499 -0.29091
C 3.53228 -4.18517 -0.28641
C 3.46783 -5.72420 0.09256
C 2.99785 -5.84515 1.52313
N 4.79608 -6.24782 -0.12854
H 1.07110 -2.02187 -0.06944
H 2.62964 -1.78988 -1.05847
H 2.50945 -1.87999 0.66277
H 3.95194 -4.06692 -1.28670
H 4.07253 -3.60366 0.46297
H 2.72206 -6.27737 -0.47900
H 3.02296 -6.90144 1.79406
H 1.95825 -5.53351 1.63064
H 3.53202 -5.26908 2.27964
H 5.00514 -7.10865 0.35916
H 5.35999 -5.58945 0.39427
C -3.99765 -1.87332 6.61462
O -3.65467 -2.15462 5.28166
C -2.46477 -1.56223 4.79541
C -2.17191 -1.93359 3.36669
C -2.03384 -3.44900 3.15482
N -0.97583 -1.19905 2.93938
H -4.70371 -2.66568 6.86207
H -4.60145 -0.96603 6.68793
H -3.17874 -1.67062 7.30551
H -2.61264 -0.48038 4.75591
H -1.59427 -1.71592 5.43533
H -3.01005 -1.66252 2.72167
H -2.98600 -3.96385 3.28740
H -1.18187 -3.89878 3.66320
H -2.03201 -3.60970 2.07495
H -1.17692 -0.20879 2.89725
H -0.59700 -1.52764 2.06272
C -0.85609 3.91646 0.16873
O -0.38268 4.34640 -1.17413
C 0.59044 5.40729 -1.08457
C 1.28650 5.70695 -2.40359
C 2.21749 6.90828 -2.31470
N 0.38445 5.68177 -3.54555
H -0.07651 3.93102 0.93017
H -1.25450 2.91456 0.01531
H -1.70650 4.51050 0.50610
H -0.01409 6.28366 -0.84160
H 1.32474 5.16680 -0.31490
H 1.94460 4.86272 -2.61521
H 1.75081 7.89298 -2.35444
H 2.91281 6.85496 -3.15228
H 2.76209 6.83162 -1.37329
H -0.15133 6.53217 -3.66241
H -0.33333 5.03550 -3.24345
C 5.26461 1.44711 3.31803
O 4.01957 0.73915 3.19508
C 3.57016 0.57675 4.59873
C 2.31331 -0.31199 4.76468
C 2.40680 -1.70322 4.08087
N 1.04500 0.36887 4.37553
H 5.35594 2.30634 3.98403
H 5.62297 1.74816 2.33377
H 6.07784 0.84166 3.72276
H 4.34831 -0.02402 5.07115
H 3.39917 1.51815 5.12071
H 2.20922 -0.47447 5.83827
H 1.48594 -2.28454 4.12037
H 3.16754 -2.33109 4.54647
H 2.67384 -1.55464 3.03425
H 0.32999 -0.34561 4.29006
H 1.11681 0.61552 3.39713
C 0.59027 1.56492 -6.86285
O 0.59682 1.79030 -5.49482
C 0.61475 0.57385 -4.75188
C 0.36604 0.95767 -3.25534
C 1.47142 1.87126 -2.69587
N 0.42854 -0.23205 -2.42257
H 0.75421 2.40155 -7.54231
H -0.33510 1.12384 -7.23806
H 1.42380 0.88324 -7.04471
H -0.22442 -0.04928 -5.06562
H 1.58003 0.10407 -4.94597
H -0.55538 1.54127 -3.21824
H 2.48547 1.48333 -2.80465
H 1.37930 2.15638 -1.64788
H 1.57120 2.78381 -3.28544
H -0.15860 -0.98085 -2.76772
H 0.05082 0.07057 -1.53417
O 1.96119 1.64978 1.67485
H 1.67773 2.27930 2.33993
H 2.80198 1.31530 2.00049
O -1.90627 1.55672 2.75944
H -1.36336 2.00101 3.41395
H -2.78241 1.92807 2.87981
O -0.19726 0.63591 0.37346
H -0.97492 1.00307 0.79684
H 0.54170 1.04720 0.83060
*
```

2.
The following is a DFT calculation (ωB97M-V with the def2-TZVPD basis set) of 8 unconnected molecules or ions with the total composition C28H84BF4N7O7.

Computed properties:
Orbital gap (spin up / spin down), eV: 2.286 / 9.237
E_HOMO (spin up / spin down), eV: -12.71 / -19.79
E_tot, a.u.: -2449.6510
Expectation value of S²: 0.751
Max |F|, Eh/bohr: 0.0590
E_LUMO (spin up / spin down), eV: -10.43 / -10.55
M, g/mol: 717.83

```
! wB97M-V def2-TZVPD RIJCOSX def2/J DEFGRID3
* xyz 5 2
B -0.74905 0.09361 -0.63007
F -0.73001 0.85025 -1.73783
F -1.66009 0.69987 0.26162
F -1.08287 -1.23117 -0.91966
F 0.44386 0.28175 0.08208
C -1.41600 -1.47879 2.93467
C -2.13920 -2.86298 2.58051
C -3.18899 -3.30012 3.60373
O -3.60629 -4.64397 3.32357
C -2.63129 -5.70034 3.68410
N -2.89642 -2.67262 1.27003
H -3.59411 -1.95090 1.38157
H -2.23475 -2.37318 0.56815
H -3.32416 -3.53119 0.95382
H -2.19641 -0.76730 3.20457
H -0.79735 -1.05165 2.14542
H -0.69909 -1.75361 3.70838
H -1.47281 -3.70708 2.40296
H -4.03944 -2.62279 3.68157
H -2.79725 -3.27255 4.62053
H -2.99040 -6.19073 4.58890
H -1.62964 -5.32013 3.88473
H -2.48272 -6.42383 2.88249
C -3.07882 6.07722 3.64902
C -2.38782 4.73262 3.30381
C -0.81308 4.72597 3.60237
O -0.20841 3.51449 3.07736
C -0.41358 3.33846 1.72048
N -3.04492 3.63333 4.09905
H -3.61391 2.99001 3.56754
H -2.34660 2.99748 4.45703
H -3.38030 4.05436 4.95366
H -3.05328 6.22356 4.72885
H -4.12454 5.95588 3.36645
H -2.59377 6.96767 3.24912
H -2.55130 4.41847 2.27294
H -0.74024 4.65917 4.68788
H -0.19596 5.58865 3.35128
H -1.36278 2.86480 1.46997
H 0.34530 2.72464 1.23529
H -0.34654 4.23460 1.10360
C -1.08007 -1.21772 -5.32799
C -1.20377 -2.62928 -4.73071
C 0.22780 -3.23601 -4.39618
O 0.92133 -2.42623 -3.41191
C 2.31772 -2.73124 -3.13205
N -1.96087 -2.42408 -3.39731
H -2.85467 -1.98913 -3.57633
H -2.18462 -3.28474 -2.91847
H -1.50056 -1.78049 -2.76961
H -1.96172 -0.61599 -5.10730
H -1.08962 -1.29361 -6.41531
H -0.20119 -0.72081 -4.91719
H -1.84224 -3.20576 -5.40012
H 0.70278 -3.28545 -5.37601
H -0.01322 -4.20720 -3.96398
H 2.57823 -3.63799 -2.58613
H 2.74399 -1.78794 -2.79062
H 2.77259 -2.97418 -4.09235
C 3.54649 2.36442 3.24991
C 3.16442 1.60815 1.94291
C 4.33560 0.91405 1.22343
O 3.94070 0.48794 -0.12168
C 5.06740 -0.15497 -0.75791
N 2.00442 0.69662 2.27082
H 2.30419 -0.20766 2.60627
H 1.51375 0.93926 3.11962
H 1.41604 0.57928 1.45833
H 4.18283 3.23840 3.11089
H 3.96250 1.69983 4.00711
H 2.73219 2.76186 3.85575
H 2.81267 2.28544 1.16467
H 4.80743 0.14434 1.83419
H 5.09242 1.67561 1.03545
H 5.98569 0.43217 -0.76767
H 4.88452 -0.43128 -1.79633
H 5.07794 -1.11256 -0.23731
C -4.62225 1.78531 -2.55008
C -3.89375 3.00634 -1.95741
C -4.10086 3.22059 -0.44116
O -3.38019 4.36960 0.04354
C -3.99364 5.56169 -0.28094
N -2.43324 2.95087 -2.29168
H -2.36395 2.68099 -3.26249
H -2.00301 3.84097 -2.08501
H -1.93361 2.27623 -1.73015
H -5.67862 1.69604 -2.29665
H -4.13867 0.86423 -2.22471
H -4.50965 1.82939 -3.63335
H -4.25925 3.91258 -2.44036
H -3.83187 2.39444 0.21703
H -5.15106 3.26630 -0.15289
H -3.99571 5.79038 -1.34668
H -3.65439 6.47336 0.21086
H -5.05640 5.62884 -0.04827
C 1.79694 2.77812 -1.56150
C 2.88634 2.84421 -2.61856
C 2.89905 1.47410 -3.43601
O 3.88523 1.26416 -4.49565
C 5.26913 1.44850 -4.21308
N 2.64478 4.07128 -3.51656
H 3.38003 4.13673 -4.20593
H 1.75918 3.83786 -3.94238
H 2.63772 4.97547 -3.06657
H 1.71093 3.58216 -0.83060
H 1.91836 1.81411 -1.06749
H 0.86231 2.63413 -2.10356
H 3.84824 3.08815 -2.16764
H 1.95232 1.37859 -3.96768
H 2.92511 0.61119 -2.77057
H 5.41708 2.46749 -3.85548
H 5.72910 1.30559 -5.19089
H 5.67411 0.77954 -3.45375
C 2.06224 -7.72878 1.30944
C 2.08692 -6.15220 1.35143
C 0.66832 -5.67065 0.92143
O 0.50038 -4.25811 1.09255
C 1.26727 -3.38572 0.27624
N 2.42955 -5.66080 2.77142
H 1.73390 -6.02298 3.40781
H 3.31723 -6.05229 3.05223
H 2.51496 -4.67374 2.96764
H 3.06143 -8.16312 1.34193
H 1.64395 -8.13145 0.38695
H 1.46082 -8.11344 2.13312
H 2.80996 -5.69775 0.67409
H -0.04213 -6.11779 1.61672
H 0.48717 -6.10414 -0.06213
H 0.81515 -2.40670 0.43501
H 1.30019 -3.56540 -0.79834
H 2.30924 -3.37913 0.59618
*
```

3.
The following is a DFT calculation (ωB97M-V with the def2-TZVPD basis set) of 8 unconnected molecules or ions with the total composition C28H84BF4N7O7.

Computed properties:
Orbital gap, eV: 8.828
E_HOMO, eV: -21.99
E_tot, a.u.: -2449.1857
Max |F|, Eh/bohr: 0.0580
E_LUMO, eV: -13.17
M, g/mol: 717.83
Energy above the lowest of the compared OMol25 structures with the same formula, charge and spin, eV: 6.328

```
! wB97M-V def2-TZVPD RIJCOSX def2/J DEFGRID3
* xyz 6 1
C -3.00872 0.66667 -1.75032
C -3.31473 0.16997 -0.31296
C -3.63315 1.36450 0.61325
O -4.67877 2.05354 -0.05593
C -5.42904 2.81813 0.86258
N -4.53713 -0.77777 -0.44391
H -5.43588 -0.31709 -0.43217
H -4.41674 -1.49243 -1.14738
H -4.61042 -1.42611 0.32707
H -3.93779 0.85701 -2.28763
H -2.63306 -0.02863 -2.50101
H -2.35526 1.53795 -1.70608
H -2.54280 -0.53068 0.00536
H -2.78003 2.04087 0.66606
H -3.87174 0.99854 1.61187
H -6.24831 3.33599 0.36386
H -4.63057 3.45438 1.24432
H -5.84833 2.17207 1.63388
C -2.79858 -4.53660 -5.29201
C -2.49407 -4.37251 -3.80746
C -2.33383 -2.94572 -3.26178
O -1.99086 -2.77399 -1.84472
C -0.52761 -2.98886 -1.61401
N -3.65657 -4.97753 -2.91706
H -3.48082 -5.66599 -2.19927
H -4.19071 -4.22959 -2.49826
H -4.26272 -5.36368 -3.62669
H -2.05807 -4.10919 -5.96809
H -3.84836 -4.40831 -5.55585
H -2.68172 -5.56705 -5.62759
H -1.65941 -4.98754 -3.47103
H -3.29414 -2.46401 -3.44577
H -1.70151 -2.39716 -3.95988
H -0.27432 -2.53640 -0.65525
H 0.07806 -2.44176 -2.33646
H -0.31511 -4.05727 -1.65212
C -0.63801 -0.94851 -7.06404
C 0.30853 -0.09879 -6.29909
C -0.25087 0.40961 -5.00628
O 0.60923 1.41889 -4.52958
C 0.14005 1.96049 -3.23512
N 1.73081 -0.72688 -6.15929
H 2.22019 -0.90434 -7.02481
H 2.20224 -0.04147 -5.58652
H 1.79645 -1.63702 -5.72634
H -0.26182 -1.15728 -8.06553
H -1.62093 -0.48933 -7.16951
H -0.82076 -1.92866 -6.62356
H 0.51450 0.72186 -6.98627
H -0.45197 -0.36689 -4.26824
H -1.13023 1.00929 -5.24124
H -0.87117 2.35889 -3.31776
H 0.76723 2.81174 -2.97031
H 0.22082 1.22082 -2.43860
C 4.61758 -0.21587 0.65866
C 4.17850 -1.43337 -0.22395
C 3.77254 -2.66259 0.50019
O 2.93086 -3.43793 -0.36501
C 2.75355 -4.75488 0.17941
N 3.11224 -0.97025 -1.16595
H 2.40483 -0.42938 -0.68936
H 3.49424 -0.48915 -1.96765
H 2.67749 -1.76494 -1.61264
H 5.44523 -0.42860 1.33532
H 3.86648 0.10561 1.38018
H 4.91525 0.66410 0.08845
H 5.06885 -1.66815 -0.80727
H 3.15904 -2.33713 1.34030
H 4.62454 -3.16134 0.96219
H 3.60533 -5.38404 -0.07891
H 1.93754 -5.27470 -0.32259
H 2.55874 -4.72671 1.25148
C 1.37371 1.04154 5.17268
C 0.68857 2.50268 5.31677
C -0.16682 2.89999 4.11629
O -1.16490 3.84637 4.50096
C -0.79278 5.20071 4.61975
N -0.21165 2.45610 6.61462
H -0.96371 1.78450 6.55584
H 0.32597 1.92721 7.28645
H -0.54500 3.31526 7.02793
H 2.06253 0.79281 5.97999
H 2.03494 1.22453 4.32569
H 0.75966 0.16086 4.98443
H 1.51493 3.17199 5.55597
H -0.70314 2.02489 3.74933
H 0.33588 3.20933 3.19993
H -0.24654 5.55606 3.74600
H -0.10352 5.36938 5.44714
H -1.69811 5.80769 4.62741
C -0.11452 4.89237 0.29462
C 1.27344 5.48098 0.33950
C 2.33397 4.28688 0.33641
O 3.56602 4.86129 -0.09407
C 4.62593 3.92643 -0.19364
N 1.42150 6.48481 -0.83595
H 2.32042 6.94510 -0.82394
H 1.19263 6.15549 -1.76293
H 0.74234 7.18242 -0.56725
H -0.29342 4.33422 -0.62439
H -0.85101 5.69479 0.33704
H -0.40809 4.17216 1.05829
H 1.31386 6.11845 1.22273
H 2.03936 3.44503 -0.29016
H 2.38089 3.91284 1.35915
H 5.41858 4.39126 -0.77996
H 4.61881 2.92513 -0.62426
H 5.00639 3.76057 0.81424
C -0.58638 -4.21229 1.87913
C -0.74175 -3.37809 3.17847
C 0.64341 -3.41598 3.87512
O 0.57618 -2.39930 4.85546
C 1.79759 -2.30106 5.59318
N -1.06134 -1.90336 2.81309
H -2.02926 -1.81026 2.54007
H -0.90695 -1.30070 3.60874
H -0.34685 -1.52880 2.20535
H -1.58205 -4.21871 1.43560
H -0.33023 -5.26148 2.02639
H 0.21739 -3.76890 1.29139
H -1.53678 -3.72084 3.84070
H 1.36497 -3.25122 3.07493
H 0.89666 -4.33752 4.39928
H 2.60292 -1.96460 4.94023
H 2.04274 -3.29959 5.95503
H 1.70670 -1.65561 6.46681
B 0.80850 0.23941 0.87474
F 1.96377 0.95093 0.47015
F 0.55113 0.41536 2.22103
F -0.30903 0.64157 0.13980
F 0.98722 -1.09793 0.61441
*
```